ORCA calculation (ωB97M-V with the def2-TZVPD basis set) on a molecular structure, C17H16N4O2S in a non-equilibrium geometry.

Positions of all 40 atoms, in Å:
C1 0.731 -1.098 -0.131
C2 0.441 2.011 -0.986
C3 -1.233 2.768 0.785
H1 -4.910 -1.160 0.619
C4 4.431 -1.404 0.914
H2 -0.262 1.937 -2.960
H3 -3.352 -3.778 -1.760
H4 -0.606 0.395 2.446
N1 -1.148 -1.572 -0.685
H5 5.119 -1.410 2.032
S1 -2.712 -0.384 1.131
N2 0.041 -1.516 -0.959
O1 -3.532 -2.747 -1.568
H6 -1.562 2.846 1.939
C5 -1.813 2.831 -1.691
O2 -3.051 -3.334 0.642
H7 1.328 1.628 -1.212
H8 2.688 -1.452 1.883
H9 4.819 -1.023 -2.264
H10 -2.372 3.141 -2.392
N3 0.047 -0.830 0.828
N4 5.043 -1.358 -0.283
C6 4.336 -1.098 -1.320
H11 -3.058 3.640 -0.255
C7 -3.310 -2.550 -0.268
C8 3.129 -1.133 1.110
H12 0.874 2.237 2.444
H13 2.214 -0.924 -2.104
C9 -0.038 2.029 0.494
C10 -2.222 3.126 -0.116
H14 -3.818 -0.593 -0.844
C11 0.360 0.323 2.071
C12 -3.796 -1.271 -0.133
C13 -0.572 2.323 -1.807
H15 1.942 1.368 1.184
H16 0.979 -0.272 2.839
C14 2.298 -1.099 -0.112
C15 2.891 -1.149 -1.429
C16 -1.281 -0.851 0.363
C17 0.935 1.404 1.555



ORCA calculation (ωB97M-V with the def2-TZVPD basis set) on a single C15H19N3O4 molecule in a non-equilibrium geometry.

Positions of all 41 atoms, in Å:
C1 2.123 -1.465 0.820
N1 -2.022 0.264 0.957
C2 -2.313 -0.787 -0.083
C3 0.518 3.776 0.015
C4 -1.518 -1.985 0.353
C5 3.688 -1.668 -0.973
C6 0.226 -1.329 2.095
C7 1.036 -1.754 -0.031
H1 -0.383 -1.173 2.963
H2 -2.593 0.490 1.781
H3 4.613 -1.400 -1.456
H4 1.404 2.379 -1.212
H5 0.480 -2.258 -1.970
H6 -1.935 2.481 -1.594
H7 0.135 0.312 -0.644
H8 -1.440 1.108 -2.219
C8 -0.983 1.211 0.868
C9 -0.242 1.344 -0.509
H9 0.179 3.809 1.070
N2 1.585 -1.224 2.043
H10 1.399 4.511 -0.281
H11 2.124 -1.068 2.868
O1 -4.586 -0.518 -0.930
C10 3.427 -1.449 0.403
H12 2.734 -1.836 -2.866
O2 -0.596 1.806 1.851
H13 -2.174 -0.332 -1.124
H14 -1.444 -2.616 -0.507
C11 0.913 2.323 -0.322
H15 -0.362 4.050 -0.538
O3 -4.343 -2.097 0.506
C12 1.291 -1.960 -1.354
H16 1.596 1.949 1.474
H17 -2.114 -2.395 1.154
N3 -1.104 1.839 -1.640
C13 2.580 -1.766 -1.805
C14 -0.109 -1.673 0.743
H18 4.126 -1.371 1.160
O4 1.919 1.749 0.574
H19 -4.008 -0.072 -1.585
C15 -3.828 -1.205 -0.057

Summary:
SMILES: C[C@@H](O)[C@H](N)C(=O)N[C@@H](Cc1c[nH]c2ccccc12)C(=O)O



ORCA calculation (ωB97M-V with the def2-TZVPD basis set) on a gas-phase ion, C9H12N5 (charge +1) in a non-equilibrium geometry.

Positions of all 26 atoms, in Å:
H1 -5.026 -1.614 -0.004
C1 0.601 0.201 -1.705
H2 -0.307 -0.342 -1.989
N1 0.556 -0.551 1.560
N2 1.866 1.160 0.026
H3 2.718 -1.646 -0.220
H4 -1.161 -2.595 0.821
C2 -2.598 0.396 0.322
N3 1.776 -0.054 -2.043
N4 -3.063 -2.410 0.241
C3 -4.020 -1.485 0.024
C4 -0.139 -0.154 0.590
N5 3.222 -0.806 -0.347
H5 0.114 -1.103 2.305
C5 2.748 0.307 -1.101
H6 2.252 2.090 0.114
C6 -1.517 -0.513 0.350
H7 2.028 0.644 0.930
H8 -0.050 1.865 -0.360
C7 0.454 0.910 -0.319
C8 -3.810 -0.097 0.119
H9 4.213 -0.765 -0.155
H10 3.544 1.083 -1.232
H11 -2.314 1.460 0.271
C9 -1.859 -1.883 0.439
H12 -4.593 0.604 0.085

Summary:
Charge: +1
SMILES: [H]/N=C(\c1cccnc1)[C@@H]1C=N[C@H](N)[NH2+]1



What are the relative energy (zero: lowest compared OMol25 entry of this formula, charge and spin) values for these records? In order: 14.6266; 2.6591; 1.7994 eV.